1.
Entry from the OMol25 dataset: a structure of composition C55H64Cl2KN7O8P2S in a non-equilibrium geometry (wB97M-V/def2-TZVPD).

Summary:
energy relative to the best compared isomer or geometry (same formula, charge and spin): 34.53 kcal/mol
energy: -155666.220 eV
net charge: -2
gap between HOMO and LUMO: 4.1 eV

Atoms and positions in Å:
1 K -0.841 1.504 0.148
2 C -3.918 0.681 -4.268
3 C -2.674 0.578 -3.389
4 C -2.084 1.978 -3.185
5 P -2.831 -0.152 -1.659
6 C -2.981 -1.998 -1.996
7 C -3.330 -2.651 -0.655
8 C -3.810 -2.604 -3.128
9 C -4.499 0.365 -1.126
10 C -5.681 -0.056 -1.730
11 C -6.929 0.369 -1.300
12 C -6.999 1.210 -0.188
13 C -5.855 1.631 0.446
14 C -4.553 1.262 -0.012
15 N -3.428 1.653 0.603
16 C -3.358 2.829 1.296
17 C -3.939 4.021 0.803
18 C -3.794 5.219 1.470
19 C -3.079 5.277 2.662
20 C -2.492 4.125 3.158
21 C -2.613 2.903 2.505
22 P -1.968 1.260 2.988
23 C -3.146 0.822 4.401
24 C -4.257 -0.042 3.797
25 C -3.765 1.972 5.189
26 C -0.353 1.481 3.930
27 C -0.171 2.505 5.052
28 C 0.742 1.687 2.877
29 H -3.663 1.194 -5.202
30 H -4.328 -0.294 -4.529
31 H -4.695 1.257 -3.765
32 H -1.925 -0.048 -3.890
33 H -2.778 2.592 -2.604
34 H -1.145 1.917 -2.638
35 H -1.900 2.473 -4.144
36 H -1.941 -2.245 -2.234
37 H -4.380 -2.472 -0.415
38 H -3.154 -3.730 -0.684
39 H -2.726 -2.224 0.152
40 H -4.882 -2.482 -2.972
41 H -3.538 -2.187 -4.098
42 H -3.610 -3.680 -3.165
43 H -5.632 -0.728 -2.575
44 H -7.828 0.050 -1.814
45 H -7.968 1.528 0.183
46 H -5.927 2.253 1.331
47 H -4.486 3.976 -0.131
48 H -4.241 6.121 1.063
49 H -2.970 6.215 3.195
50 H -1.949 4.187 4.089
51 H -2.546 0.201 5.077
52 H -4.864 0.553 3.110
53 H -3.826 -0.869 3.230
54 H -4.914 -0.446 4.576
55 H -4.389 2.584 4.536
56 H -4.398 1.576 5.993
57 H -3.018 2.623 5.640
58 H -0.225 0.483 4.370
59 H -0.145 3.519 4.653
60 H -0.948 2.434 5.813
61 H 0.794 2.327 5.540
62 H 0.582 2.640 2.372
63 H 1.736 1.699 3.336
64 H 0.717 0.878 2.145
65 Cl 4.757 7.517 0.361
66 C 3.317 6.533 0.509
67 C 2.434 6.781 1.576
68 C 1.316 6.014 1.711
69 Cl 0.264 6.307 3.053
70 C 0.949 4.928 0.804
71 O -0.074 4.244 0.957
72 C 1.911 4.738 -0.267
73 C 1.717 3.704 -1.239
74 O 0.809 2.890 -1.313
75 C 3.060 5.538 -0.385
76 H 2.642 7.567 2.289
77 H 2.521 3.680 -2.016
78 H 3.752 5.347 -1.198
79 C 8.417 -1.541 2.608
80 O 7.386 -1.347 3.542
81 C 6.459 -2.361 3.654
82 C 6.620 -3.628 3.114
83 C 5.622 -4.581 3.263
84 C 4.424 -4.280 3.910
85 C 4.300 -3.008 4.491
86 C 5.302 -2.069 4.370
87 N 3.483 -5.291 4.114
88 N 2.228 -5.184 3.959
89 C 1.535 -4.202 3.298
90 C 0.209 -4.049 3.762
91 C -0.597 -3.009 3.400
92 C -0.176 -1.995 2.477
93 O -0.943 -1.101 2.079
94 C 1.228 -2.113 2.002
95 N 1.708 -1.117 1.241
96 C 2.879 -1.257 0.659
97 C 3.564 -2.475 0.650
98 C 3.096 -3.493 1.445
99 C 1.985 -3.279 2.283
100 H 8.978 -0.609 2.568
101 H 8.019 -1.765 1.612
102 H 9.090 -2.352 2.909
103 H 7.512 -3.891 2.561
104 H 5.744 -5.565 2.827
105 H 3.391 -2.764 5.026
106 H 5.192 -1.082 4.803
107 H -0.136 -4.780 4.486
108 H -1.605 -2.925 3.789
109 H 3.251 -0.390 0.118
110 H 4.435 -2.616 0.020
111 H 3.560 -4.466 1.406
112 C 1.087 -1.573 -9.061
113 C 1.513 -2.541 -7.969
114 S 1.752 -1.592 -6.445
115 O 2.738 -0.571 -6.716
116 O 0.458 -1.171 -5.980
117 C 2.492 -2.787 -5.320
118 C 2.952 -2.133 -4.017
119 N 1.865 -1.813 -3.114
120 C 1.397 -0.567 -2.823
121 N 0.468 -0.604 -1.887
122 C 0.316 -1.891 -1.530
123 C 1.158 -2.679 -2.279
124 N 1.277 -4.067 -2.261
125 O 2.059 -4.616 -3.046
126 O 0.595 -4.686 -1.470
127 C 1.911 0.679 -3.446
128 H 0.919 -2.095 -10.001
129 H 1.860 -0.819 -9.206
130 H 0.169 -1.066 -8.766
131 H 2.462 -3.027 -8.194
132 H 0.747 -3.284 -7.750
133 H 3.346 -3.194 -5.862
134 H 1.765 -3.569 -5.116
135 H 3.489 -1.212 -4.243
136 H 3.624 -2.826 -3.515
137 H -0.356 -2.192 -0.742
138 H 1.775 0.670 -4.527
139 H 2.976 0.807 -3.233
140 H 1.365 1.510 -3.002

2.
Entry from the OMol25 dataset: a structure of composition C6H14ClGdI2NO2P in a non-equilibrium geometry (wB97M-V/def2-TZVPD).

Summary:
spin multiplicity: 8
<S²>: 15.9755
energy: -70867.596 eV
net charge: +2
gap between HOMO and LUMO (spin up / spin down): 4.2 / 6.2 eV

Atoms and positions in Å:
1 I 5.591 0.841 -1.191
2 I 5.009 -1.896 -1.069
3 Gd 0.034 -1.094 0.717
4 P -0.747 -0.294 -1.931
5 C 0.366 -0.221 -3.354
6 C -1.861 -1.674 -2.390
7 H -2.570 1.209 -1.448
8 H -2.277 1.073 -3.210
9 H -1.200 2.066 -2.192
10 C -1.803 1.158 -2.227
11 H -2.661 -1.764 -1.641
12 H -2.298 -1.450 -3.374
13 H -0.246 -0.215 -4.279
14 H 1.035 -1.090 -3.347
15 H -1.310 -2.617 -2.438
16 H 0.967 0.695 -3.294
17 C 1.720 -0.048 -0.465
18 O 2.635 0.368 -1.025
19 Cl -2.341 -0.438 0.962
20 C -0.617 1.279 3.832
21 C 0.436 0.212 3.751
22 N 1.196 -0.032 4.830
23 O 0.642 -0.495 2.699
24 H -0.583 1.643 4.870
25 H -1.632 0.907 3.613
26 H -0.452 2.131 3.145
27 H 1.882 -0.768 4.764
28 H 1.084 0.513 5.690

3.
Entry from the OMol25 dataset: an isolated molecule of C6H14O in a non-equilibrium geometry (wB97M-V/def2-TZVPD).

Summary:
energy relative to the best compared isomer or geometry (same formula, charge and spin): 21.42 kcal/mol
energy: -8495.963 eV
gap between HOMO and LUMO: 10.9 eV

Atoms and positions in Å:
1 C 0.970 2.394 -0.984
2 C 0.975 1.226 -1.999
3 C 0.093 0.079 -1.472
4 C 0.769 -0.700 -0.326
5 C -0.095 -1.456 0.686
6 C -1.169 -0.595 1.360
7 O -1.454 -1.127 2.663
8 H 1.353 3.345 -1.335
9 H -0.030 2.466 -0.568
10 H 1.609 2.050 -0.165
11 H 1.972 0.820 -2.181
12 H 0.525 1.486 -2.953
13 H -0.881 0.493 -1.204
14 H 0.007 -0.651 -2.282
15 H 1.351 -1.529 -0.741
16 H 1.408 -0.050 0.274
17 H -0.567 -2.350 0.246
18 H 0.538 -1.901 1.454
19 H -2.099 -0.409 0.832
20 H -0.622 0.343 1.566
21 H -2.366 -1.378 2.758

4.
Entry from the OMol25 dataset: an isolated molecule of C2H4N2O (wB97M-V/def2-TZVPD).

Summary:
energy relative to the best compared isomer or geometry (same formula, charge and spin): 2.62 kcal/mol
energy: -7166.366 eV
gap between HOMO and LUMO: 11.1 eV

Atoms and positions in Å:
1 H -1.668 1.650 1.436
2 N -0.785 1.145 1.438
3 C -0.691 0.465 0.373
4 N 0.412 -0.358 0.168
5 C 0.941 -0.794 -1.024
6 O 1.880 -1.554 -1.089
7 H -1.476 0.410 -0.386
8 H 0.933 -0.598 1.003
9 H 0.455 -0.367 -1.920

5.
Entry from the OMol25 dataset: a structure of composition C43H62Br2GeN8O4PScSe (wB97M-V/def2-TZVPD).

Summary:
energy relative to the best compared isomer or geometry (same formula, charge and spin): 0.00 kcal/mol
energy: -357640.600 eV
net charge: +2
gap between HOMO and LUMO: 6.7 eV

Atoms and positions in Å:
1 Sc -0.587 -0.680 -0.712
2 O 3.231 -2.663 0.862
3 C 2.203 -2.178 0.187
4 O 1.087 -2.050 0.616
5 C 2.523 -1.859 -1.236
6 C 3.759 -2.076 -1.825
7 C 3.881 -1.848 -3.185
8 C 2.762 -1.447 -3.905
9 C 1.576 -1.255 -3.218
10 N 1.468 -1.433 -1.909
11 C 0.244 -0.898 -3.813
12 O 0.095 -0.760 -5.109
13 O -0.706 -0.763 -3.079
14 H 2.952 -2.853 1.771
15 H 4.593 -2.424 -1.231
16 H 4.827 -2.001 -3.686
17 H 2.843 -1.293 -4.974
18 H 0.910 -0.915 -5.602
19 Br -4.085 -0.858 5.262
20 C -3.151 -0.999 3.651
21 C -1.769 -1.070 3.644
22 C -1.132 -1.139 2.420
23 N -1.784 -1.178 1.255
24 C -3.124 -1.137 1.271
25 C -3.842 -1.031 2.451
26 C -3.799 -1.241 -0.056
27 C -5.175 -1.359 -0.166
28 C -5.735 -1.452 -1.431
29 Br -7.584 -1.632 -1.622
30 C -4.911 -1.424 -2.542
31 C -3.548 -1.314 -2.335
32 N -2.991 -1.221 -1.125
33 H -1.198 -1.056 4.562
34 H -0.055 -1.156 2.358
35 H -4.919 -0.972 2.454
36 H -5.811 -1.393 0.704
37 H -5.310 -1.499 -3.543
38 H -2.873 -1.296 -3.177
39 C -3.696 -6.878 1.022
40 Ge -3.259 -5.824 -0.550
41 C -4.797 -4.874 -1.274
42 C -2.430 -6.912 -1.935
43 C -2.036 -4.383 0.049
44 Se -1.040 -3.516 -1.382
45 C 0.484 -4.711 -1.353
46 H -4.391 -7.679 0.769
47 H -4.157 -6.260 1.794
48 H -2.793 -7.330 1.433
49 H -5.480 -5.556 -1.781
50 H -4.462 -4.131 -2.002
51 H -5.350 -4.364 -0.482
52 H -3.202 -7.509 -2.423
53 H -1.690 -7.599 -1.523
54 H -1.958 -6.292 -2.700
55 H -1.317 -4.692 0.808
56 H -2.649 -3.597 0.492
57 H 0.111 -5.729 -1.430
58 H 1.053 -4.601 -0.432
59 H 1.110 -4.504 -2.218
60 N 0.496 0.684 0.140
61 P 1.552 1.536 0.901
62 N 1.116 3.129 0.988
63 C -0.243 3.601 0.702
64 C -0.183 5.008 0.129
65 C 0.384 5.998 1.162
66 C 1.281 5.278 2.178
67 C 2.048 4.140 1.521
68 N 3.051 1.364 0.164
69 C 4.314 1.795 0.801
70 C 5.478 1.453 -0.116
71 C 5.425 2.311 -1.390
72 C 3.969 2.637 -1.755
73 C 3.047 1.512 -1.307
74 N 1.944 1.187 2.488
75 C 2.691 -0.015 2.841
76 C 3.504 0.199 4.112
77 C 2.605 0.651 5.259
78 C 1.800 1.879 4.845
79 C 1.033 1.610 3.559
80 H -0.857 3.604 1.615
81 H -0.701 2.900 0.016
82 H -1.179 5.319 -0.194
83 H 0.447 4.982 -0.766
84 H -0.429 6.499 1.689
85 H 0.951 6.780 0.654
86 H 0.678 4.872 2.995
87 H 1.987 5.973 2.634
88 H 2.717 3.667 2.243
89 H 2.674 4.544 0.715
90 H 4.422 1.297 1.762
91 H 4.326 2.871 1.002
92 H 5.424 0.387 -0.363
93 H 6.420 1.602 0.413
94 H 5.914 1.787 -2.214
95 H 5.985 3.235 -1.239
96 H 3.863 2.797 -2.830
97 H 3.647 3.562 -1.270
98 H 3.371 0.575 -1.781
99 H 2.025 1.696 -1.631
100 H 3.340 -0.282 2.008
101 H 1.993 -0.855 3.007
102 H 4.266 0.961 3.923
103 H 4.029 -0.724 4.371
104 H 3.196 0.857 6.151
105 H 1.916 -0.162 5.521
106 H 2.474 2.726 4.686
107 H 1.099 2.167 5.631
108 H 0.491 2.496 3.238
109 H 0.287 0.822 3.742
110 C -2.957 5.240 -2.872
111 C -2.514 3.881 -2.421
112 C -3.252 3.129 -1.516
113 C -2.808 1.872 -1.145
114 N -1.680 1.324 -1.598
115 C -0.962 2.056 -2.457
116 C -1.335 3.308 -2.894
117 H -3.707 5.657 -2.202
118 H -3.394 5.181 -3.871
119 H -2.113 5.927 -2.925
120 H -4.172 3.515 -1.095
121 H -3.383 1.293 -0.434
122 H -0.030 1.624 -2.798
123 H -0.702 3.842 -3.592

6.
Entry from the OMol25 dataset: a structure of composition C32H30BCl4N2O4RuS2 in a non-equilibrium geometry (wB97M-V/def2-TZVPD).

Summary:
spin multiplicity: 2
<S²>: 0.7546
energy relative to the best compared isomer or geometry (same formula, charge and spin): 7.10 kcal/mol
energy: -119866.126 eV
net charge: -2
gap between HOMO and LUMO (spin up / spin down): 5.5 / 5.4 eV

Atoms and positions in Å:
1 Ru -1.322 -0.136 -0.788
2 C -1.334 -2.914 0.569
3 N -2.169 -1.691 0.541
4 C -3.474 -2.046 -0.098
5 C -4.296 -0.832 -0.513
6 N -3.701 -0.167 -1.680
7 C -4.199 1.196 -1.841
8 C -3.845 -0.963 -2.883
9 C -5.072 -0.989 -3.541
10 C -5.271 -1.740 -4.688
11 C -4.206 -2.487 -5.184
12 C -2.987 -2.472 -4.538
13 C -2.759 -1.716 -3.370
14 S -1.188 -1.767 -2.626
15 C -2.428 -1.184 1.904
16 C -2.763 -2.066 2.929
17 C -3.057 -1.617 4.207
18 C -3.023 -0.250 4.462
19 C -2.697 0.632 3.453
20 C -2.390 0.197 2.149
21 S -1.988 1.351 0.914
22 H -1.887 -3.767 0.977
23 H -0.445 -2.722 1.163
24 H -1.041 -3.139 -0.454
25 H -4.049 -2.663 0.602
26 H -3.241 -2.646 -0.978
27 H -4.337 -0.109 0.304
28 H -5.327 -1.159 -0.728
29 H -5.298 1.238 -1.893
30 H -3.767 1.624 -2.744
31 H -3.864 1.786 -0.989
32 H -5.891 -0.401 -3.142
33 H -6.233 -1.737 -5.188
34 H -4.326 -3.077 -6.087
35 H -2.155 -3.044 -4.932
36 H -2.795 -3.128 2.732
37 H -3.300 -2.325 4.990
38 H -3.240 0.126 5.456
39 H -2.654 1.697 3.648
40 Cl 1.339 4.023 -5.697
41 C 1.261 2.825 -4.439
42 C 2.380 2.095 -4.097
43 Cl 3.893 2.362 -4.912
44 C 2.286 1.130 -3.080
45 Cl 3.682 0.198 -2.627
46 C 1.101 0.871 -2.403
47 O 1.017 -0.078 -1.501
48 C -0.064 1.647 -2.745
49 O -1.165 1.467 -2.099
50 C 0.055 2.596 -3.764
51 Cl -1.372 3.504 -4.174
52 C 6.861 1.216 2.145
53 C 5.585 1.526 2.940
54 C 5.372 3.041 2.918
55 C 5.787 1.101 4.401
56 C 4.403 0.764 2.331
57 C 4.425 -0.628 2.319
58 C 3.393 -1.388 1.756
59 C 2.334 -0.714 1.195
60 O 1.225 -1.208 0.606
61 B 0.488 -0.060 0.090
62 O 1.159 1.121 0.630
63 C 2.292 0.685 1.202
64 C 3.307 1.432 1.762
65 H 7.716 1.760 2.560
66 H 6.738 1.507 1.100
67 H 7.089 0.150 2.168
68 H 6.229 3.537 3.381
69 H 4.475 3.326 3.470
70 H 5.276 3.416 1.897
71 H 6.626 1.648 4.846
72 H 5.998 0.034 4.480
73 H 4.889 1.309 4.986
74 H 5.272 -1.152 2.749
75 H 3.431 -2.470 1.749
76 H 3.234 2.510 1.738